No. 1
Formula: C3H9NS
Source: the Open Molecules 2025 dataset
Level of theory: ωB97M-V/def2-TZVPD

The geometry in ORCA input format:
```
! RIJCOSX wB97M-V def2-TZVPD def2/J DEFGRID3
* xyz -1 2
C 1.5994 0.0868 -0.3274
C 0.1710 0.2759 0.1450
C -0.8556 -0.4735 -0.7296
S -2.5727 -0.3326 -0.1269
N 0.1095 -0.0472 1.5715
H 1.6919 0.4209 -1.3681
H 2.3018 0.6626 0.2757
H 1.9067 -0.9638 -0.3397
H -0.1124 1.3281 0.0786
H -0.6156 -1.5432 -0.7900
H -0.7845 -0.1081 -1.7602
H -2.3699 1.7021 -0.2016
H -0.8692 -0.0016 1.8373
H 0.3995 -1.0062 1.7354
*
```

Expectation value of S²: 0.756
HOMO-LUMO gap (alpha / beta): 5.1 / 7.1 eV
HOMO energy (alpha / beta): -1.0 / -3.1 eV
Molar mass: 91.2 u

These are the Mulliken partial charges, in e, on atoms 1 to 2: -1.4297 0.1940

No. 2
Formula: C3H4LiMnO3
Source: the Open Molecules 2025 dataset
Level of theory: ωB97M-V/def2-TZVPD

The geometry in ORCA input format:
```
! RIJCOSX wB97M-V def2-TZVPD def2/J DEFGRID3
* xyz 1 6
O 0.3549 -1.4859 0.7606
C -0.0705 -0.3330 0.5500
C 1.9556 1.8284 -1.1248
O -1.1981 -0.1107 -0.0055
O 0.8158 0.6417 0.5485
C 0.8150 1.5935 -0.4701
H 2.0459 2.7722 -1.6648
H 2.6507 1.0438 -1.4264
H -0.0672 2.2361 -0.4780
H -2.7459 -3.2490 0.1203
Li -1.5450 1.2243 -1.3962
Mn -1.5614 -2.0868 0.2704
*
```

Expectation value of S²: 8.760
HOMO-LUMO gap (alpha / beta): 8.3 / 8.7 eV
HOMO energy (alpha / beta): -13.1 / -13.6 eV
Molar mass: 149.9 u

These are the Mulliken partial charges, in e, on atoms 1 to 2: -0.6889 1.4277

No. 3
Formula: C16H23NO4
Source: the Open Molecules 2025 dataset
Level of theory: ωB97M-V/def2-TZVPD

The geometry in ORCA input format:
```
! RIJCOSX wB97M-V def2-TZVPD def2/J DEFGRID3
* xyz 0 1
C -6.4163 -0.2798 0.6267
C -5.6529 -1.5374 0.2094
C -4.5720 -1.1946 -0.7962
O -4.6620 -1.5387 -1.9555
C -3.4270 -0.3841 -0.3213
C -3.0858 -0.2203 1.0229
C -2.0062 0.5547 1.3793
C -1.2306 1.1971 0.4093
O -0.2132 1.9578 0.8933
C 0.6699 2.6001 0.0056
C 1.7140 1.6403 -0.6067
O 2.4547 2.3183 -1.5928
C 2.5745 1.0306 0.5080
N 3.1309 -0.2500 0.1271
C 4.1725 -0.1386 -0.8822
C 4.6145 -1.5402 -1.2982
O 5.0915 -2.2780 -0.1967
C 4.0975 -2.3735 0.7944
C 3.6433 -0.9920 1.2665
C -1.5566 1.0313 -0.9345
C -2.6376 0.2477 -1.2820
H -7.2021 -0.5370 1.3333
H -6.8749 0.1843 -0.2435
H -5.7518 0.4449 1.0913
H -6.3389 -2.2414 -0.2649
H -5.2124 -2.0193 1.0831
H -3.6496 -0.7113 1.8004
H -1.7345 0.6858 2.4151
H 0.1317 3.1162 -0.7980
H 1.1836 3.3514 0.6156
H 1.2060 0.8259 -1.1320
H 3.0036 2.9890 -1.1686
H 3.3583 1.7577 0.8004
H 1.9259 0.8649 1.3722
H 3.7756 0.3914 -1.7476
H 5.0464 0.4149 -0.4912
H 5.4376 -1.4886 -2.0127
H 3.7623 -2.0639 -1.7560
H 4.5375 -2.9374 1.6188
H 3.2268 -2.9182 0.3992
H 2.8466 -1.1044 2.0051
H 4.4968 -0.4728 1.7389
H -0.9803 1.5038 -1.7138
H -2.8973 0.1133 -2.3215
*
```

HOMO-LUMO gap: 9.4 eV
HOMO energy: -8.8 eV
Structure (SMILES): CCC(=O)c1ccc(OC[C@@H](O)CN2CCOCC2)cc1
Molar mass: 293.4 u

These are the Mulliken partial charges, in e, on atoms 1 to 2: -1.0924 -0.5554

Among the records above, which one has the highest molar mass? C16H23NO4

Which of these has the highest molar mass? C16H23NO4

What is the molar mass in the third record? 293.4 u